--- A ---
Here is a structure of composition C36H99N9O9 from OMol25. Energies are from wB97M-V/def2-TZVPD.

LUMO, eV: 0.65
Orbital gap, eV: 8.7
E_HOMO, eV: -8.1

Atoms and positions in Å:
C1 9.1597 13.7135 -3.2507
C2 8.5436 14.5305 -2.0778
C3 9.4864 15.3514 -1.1367
O1 8.7330 16.0812 -0.1449
C4 9.5046 17.0295 0.5498
N1 7.6295 15.4605 -2.7386
H1 10.0090 13.1053 -2.9394
H2 9.5475 14.4070 -3.9969
H3 8.3940 13.1229 -3.7538
H4 7.9093 13.9125 -1.4423
H5 10.0480 16.0413 -1.7665
H6 10.1321 14.6892 -0.5600
H7 8.9257 17.9444 0.6767
H8 10.3754 17.2998 -0.0475
H9 9.9615 16.6055 1.4440
H10 7.2140 16.0934 -2.0700
H11 8.0936 16.0495 -3.4151
C5 1.8883 15.6504 -0.9863
C6 1.0382 14.8122 -0.0354
C7 1.6317 14.4484 1.4258
O2 3.0362 14.0884 1.4242
C8 3.2480 12.6565 1.3530
N2 -0.2236 15.5317 -0.0292
H12 1.5872 15.5679 -2.0306
H13 2.9378 15.3768 -0.8770
H14 1.9373 16.7165 -0.7647
H15 0.8860 13.8431 -0.5105
H16 0.9593 13.7458 1.9182
H17 1.5284 15.3815 1.9797
H18 4.2513 12.3654 1.6643
H19 3.1985 12.3592 0.3055
H20 2.5878 12.0619 1.9844
H21 -0.9771 14.8967 0.1923
H22 -0.1949 16.1310 0.7833
C9 1.0240 17.4254 -8.5443
C10 1.7706 18.4322 -7.7943
C11 2.4799 17.8554 -6.5915
O3 3.3424 16.7436 -6.9243
C12 3.8566 16.2165 -5.7519
N3 2.8375 18.9884 -8.6167
H23 0.1692 17.0614 -7.9741
H24 1.7352 16.6348 -8.7835
H25 0.5691 17.7947 -9.4634
H26 1.0763 19.2130 -7.4839
H27 1.6827 17.4775 -5.9514
H28 3.0555 18.6811 -6.1732
H29 4.3232 15.2591 -5.9838
H30 3.1681 16.0546 -4.9225
H31 4.6456 16.8195 -5.3025
H32 2.4836 19.3331 -9.4976
H33 3.4838 18.2425 -8.8311
C13 8.4278 12.8566 -6.6043
C14 8.7831 14.3520 -6.4563
C15 7.6752 15.2306 -7.1544
O4 7.4857 14.9063 -8.5053
C16 6.5596 15.7518 -9.0534
N4 8.8698 14.7820 -5.0504
H34 9.2598 12.2074 -6.3317
H35 8.2766 12.5878 -7.6498
H36 7.4811 12.6834 -6.0926
H37 9.7936 14.4172 -6.8597
H38 7.8921 16.2839 -6.9764
H39 6.7219 15.0573 -6.6551
H40 6.6144 15.7370 -10.1419
H41 6.5480 16.8002 -8.7553
H42 5.5942 15.3392 -8.7604
H43 8.1064 14.3872 -4.5199
H44 9.6405 14.2287 -4.7038
C17 4.5699 14.6193 -4.3362
C18 5.9292 14.6170 -3.5681
C19 5.9385 13.4835 -2.6117
O5 4.8846 13.5736 -1.6688
C20 4.7730 12.3359 -0.9458
N5 7.0512 14.4185 -4.4689
H45 4.5336 15.4930 -4.9870
H46 3.7547 14.7791 -3.6304
H47 4.4268 13.8637 -5.1087
H48 6.1375 15.5654 -3.0730
H49 6.8698 13.5553 -2.0498
H50 5.8451 12.5681 -3.1960
H51 5.6653 12.1219 -0.3576
H52 4.6119 11.4782 -1.5989
H53 3.9056 12.3379 -0.2858
H54 7.8559 14.4970 -3.8637
H55 7.1132 15.2479 -5.0420
C21 7.7991 17.8666 -5.0342
C22 6.6743 16.9266 -4.4919
C23 5.4330 17.6875 -3.9867
O6 4.9296 18.6750 -4.9618
C24 3.7349 19.3911 -4.6408
N6 6.4533 16.0370 -5.5984
H56 8.5263 17.3459 -5.6573
H57 8.2347 18.4918 -4.2548
H58 7.2940 18.4949 -5.7677
H59 7.1225 16.3097 -3.7130
H60 5.6858 18.1607 -3.0378
H61 4.6988 16.9402 -3.6859
H62 3.5839 20.2013 -5.3542
H63 3.9734 20.0227 -3.7851
H64 2.8793 18.7231 -4.5416
H65 5.8964 16.4519 -6.3318
H66 7.3658 16.0001 -6.0298
C25 7.0153 6.6837 -4.9327
C26 6.5738 6.9342 -3.4614
C27 5.8130 8.2131 -3.2592
O7 5.1842 8.3064 -1.9943
C28 4.4227 9.4808 -1.8655
N7 5.7175 5.8238 -3.1048
H67 6.4052 6.9500 -5.7958
H68 7.0945 5.6164 -5.1392
H69 8.0258 7.0830 -5.0197
H70 7.4356 7.0323 -2.8012
H71 5.0627 8.1871 -4.0493
H72 6.5984 8.9686 -3.2811
H73 4.1381 9.5350 -0.8148
H74 3.5906 9.4515 -2.5690
H75 5.0704 10.3506 -1.9753
H76 5.7098 5.7455 -2.0979
H77 6.1362 4.9283 -3.3120
C29 4.5043 15.8368 -0.2484
C30 6.0986 15.7392 -0.1660
C31 6.7161 16.0218 1.2080
O8 6.7997 17.3972 1.4921
C32 7.3160 17.6699 2.8669
N8 6.4359 14.4036 -0.6195
H78 4.2136 16.8444 0.0488
H79 4.0017 15.3253 0.5725
H80 4.0130 15.8301 -1.2214
H81 6.4315 16.5082 -0.8630
H82 7.6455 15.4972 1.4293
H83 6.0440 15.5678 1.9362
H84 7.2047 18.7182 3.1438
H85 8.3608 17.3657 2.9290
H86 6.7772 17.1052 3.6278
H87 5.9200 14.2829 -1.4794
H88 7.4102 14.4349 -0.8835
C33 1.7606 12.9320 -3.2354
C34 1.4664 11.9382 -4.3681
C35 2.7710 11.4088 -5.0908
O9 3.6195 10.6573 -4.2142
C36 4.7506 10.0374 -4.7382
N9 0.7777 10.8876 -3.6475
H89 2.4363 12.5537 -2.4684
H90 0.8390 13.2757 -2.7656
H91 2.2281 13.8637 -3.5539
H92 0.7180 12.3731 -5.0306
H93 3.3082 12.2562 -5.5168
H94 2.4984 10.7980 -5.9514
H95 4.5983 9.1644 -5.3729
H96 5.3580 9.7421 -3.8827
H97 5.4263 10.7543 -5.2048
H98 0.6139 10.0811 -4.2330
H99 1.4675 10.5895 -2.9727

Here are the Löwdin charges for atoms 1 to 4, given in e: C -0.027; C -0.257; C -0.089; O -0.258

=====

--- B ---
Here is a cluster of 9 separate species, C36H99N9O9 in total from OMol25. Energies are from wB97M-V/def2-TZVPD.

LUMO, eV: 0.44
Orbital gap, eV: 9.1
E_HOMO, eV: -8.6

Atoms and positions in Å:
C1 -3.0988 -4.2838 3.4198
O1 -4.0513 -3.2502 3.5000
C2 -3.3844 -2.0282 3.8044
C3 -4.4336 -0.9511 3.9810
C4 -3.6840 0.3213 4.2439
N1 -5.3499 -1.3908 5.0184
H1 -3.5996 -5.2153 3.2448
H2 -2.4661 -4.3615 4.3293
H3 -2.4456 -4.0900 2.5437
H4 -2.8394 -2.1781 4.7761
H5 -2.6427 -1.8179 2.9958
H6 -5.0661 -0.7981 3.0957
H7 -3.1688 0.4103 5.2123
H8 -4.2099 1.2600 4.0869
H9 -2.8965 0.2765 3.4851
H10 -5.6387 -2.3197 4.7284
H11 -4.9280 -1.3713 5.9341
C5 -4.5694 -2.2758 -2.0745
O2 -3.4574 -1.9722 -2.9169
C6 -3.7921 -2.4022 -4.2161
C7 -2.6944 -1.9391 -5.1556
C8 -1.3701 -2.4366 -4.6100
N2 -2.6694 -0.4810 -5.3160
H12 -5.3663 -1.5712 -2.2092
H13 -4.2578 -2.2498 -1.0338
H14 -4.9446 -3.2850 -2.3168
H15 -3.8752 -3.4865 -4.2644
H16 -4.7251 -1.8759 -4.4852
H17 -2.9658 -2.4746 -6.0958
H18 -1.3124 -3.5218 -4.7739
H19 -1.1744 -2.3098 -3.5340
H20 -0.5249 -1.9707 -5.1043
H21 -2.1693 -0.1451 -6.1304
H22 -2.2525 -0.0461 -4.4853
C9 0.7530 -1.8134 5.0644
O3 1.5603 -1.9257 6.2574
C10 2.9084 -2.5179 6.0080
C11 2.9566 -4.0778 6.1946
C12 3.6148 -4.3403 7.5435
N3 3.6516 -4.7313 5.1336
H23 1.1602 -0.9471 4.5068
H24 -0.2559 -1.6018 5.3268
H25 0.8922 -2.6485 4.3671
H26 3.0513 -2.3901 4.9215
H27 3.6639 -1.9267 6.5939
H28 1.9015 -4.3925 6.2184
H29 3.6060 -5.4146 7.7121
H30 2.9790 -3.8116 8.2501
H31 4.6612 -3.9934 7.5757
H32 3.1565 -4.7428 4.2821
H33 3.8088 -5.6848 5.4457
C13 6.7673 -0.5768 -4.3099
O4 5.4540 -1.1043 -4.4146
C14 4.5148 -0.0082 -4.1753
C15 3.0920 -0.4410 -4.3800
C16 2.6241 -1.3698 -3.2303
N4 2.8696 -1.0889 -5.6965
H34 7.5186 -1.3602 -4.5459
H35 6.9383 -0.2630 -3.2692
H36 6.8856 0.2836 -5.0372
H37 4.5504 0.2659 -3.1225
H38 4.7825 0.8118 -4.8223
H39 2.3776 0.3786 -4.2676
H40 2.6792 -0.7735 -2.3121
H41 3.2139 -2.2825 -3.0037
H42 1.5850 -1.5705 -3.4189
H43 3.1849 -0.5111 -6.4714
H44 3.4657 -1.9227 -5.7404
C17 3.8576 3.6740 -3.2822
O5 4.2996 3.3019 -4.5869
C18 4.7492 4.4580 -5.3025
C19 5.2887 4.0448 -6.6312
C20 6.6842 3.4076 -6.5273
N5 5.2779 5.1955 -7.5603
H45 3.2059 4.5365 -3.3996
H46 4.7028 3.9343 -2.6345
H47 3.3375 2.8414 -2.7965
H48 3.9343 5.1254 -5.4814
H49 5.5313 5.0280 -4.7881
H50 4.5960 3.2179 -6.8967
H51 7.5472 4.0629 -6.3940
H52 6.9343 2.8399 -7.4269
H53 6.6695 2.6915 -5.7042
H54 4.3033 5.4144 -7.8034
H55 5.7069 5.0290 -8.4742
C21 -4.6904 1.1486 0.5617
O6 -4.0521 1.7593 -0.5795
C22 -4.8939 1.8015 -1.7306
C23 -4.7414 3.1179 -2.4350
C24 -5.5672 3.0332 -3.7434
N6 -3.3800 3.4708 -2.6609
H56 -5.2269 0.2851 0.2305
H57 -5.3423 1.8702 1.0689
H58 -3.8924 0.7881 1.2067
H59 -4.5869 0.9851 -2.4257
H60 -5.9669 1.7511 -1.4275
H61 -5.1290 3.8918 -1.7740
H62 -5.7357 3.9628 -4.2795
H63 -6.5763 2.6646 -3.4951
H64 -5.1451 2.2925 -4.4181
H65 -3.0194 3.0209 -3.5018
H66 -2.8481 3.2094 -1.8360
C25 -0.3330 3.7147 4.7045
O7 -1.4699 3.8940 5.5397
C26 -2.6059 4.1291 4.7329
C27 -3.7206 4.6114 5.6680
C28 -4.9407 4.9986 4.8542
N7 -3.1231 5.6857 6.4399
H67 -0.4232 4.4060 3.8686
H68 -0.3194 2.7144 4.2921
H69 0.5716 3.8938 5.2915
H70 -2.3873 4.8623 3.9626
H71 -2.8905 3.1752 4.2450
H72 -3.9448 3.7686 6.3430
H73 -5.8065 5.2230 5.4760
H74 -5.1548 4.1511 4.2098
H75 -4.7790 5.8792 4.2563
H76 -3.7419 6.2441 6.9880
H77 -2.3675 5.2143 6.9380
C29 -0.4516 0.2777 1.9896
O8 -0.5448 0.6840 0.6465
C30 -0.3057 -0.4124 -0.2392
C31 -0.3085 0.0029 -1.6841
C32 0.6849 1.1359 -1.8592
N8 -1.6121 0.3624 -2.2159
H78 0.5717 -0.0460 2.2139
H79 -1.1617 -0.5064 2.2034
H80 -0.6918 1.1522 2.5902
H81 0.6469 -0.8696 0.0358
H82 -1.0752 -1.1587 -0.0595
H83 0.0754 -0.8491 -2.2843
H84 1.6995 0.8327 -1.6489
H85 0.4798 1.9529 -1.1819
H86 0.5990 1.4832 -2.8766
H87 -2.1611 -0.4389 -2.5056
H88 -2.1181 0.9065 -1.5540
C33 0.5789 -4.5792 1.7301
O9 1.5619 -3.5694 1.8530
C34 2.5653 -3.6660 0.8467
C35 3.8161 -2.8703 1.1194
C36 3.5103 -1.3823 1.4861
N9 4.7879 -2.9346 0.0748
H89 0.9742 -5.6332 1.7676
H90 -0.0417 -4.4381 0.8082
H91 -0.1135 -4.4021 2.5777
H92 2.7891 -4.7137 0.6805
H93 2.0889 -3.3207 -0.0798
H94 4.3178 -3.2437 1.9981
H95 2.9163 -1.3317 2.3853
H96 2.9671 -0.8106 0.7235
H97 4.4417 -0.8427 1.6276
H98 5.0860 -3.8944 -0.1128
H99 4.4834 -2.5738 -0.7986

Here are the Löwdin charges for atoms 1 to 4, given in e: C -0.116; O -0.196; C -0.218; C -0.449

=====

B is favored, and the nearest alternative lies 1116.2 kcal/mol above it.

=====

--- A ---
Here is a cluster of 2 separate species, C2H9N2O in total from OMol25. Energies are from wB97M-V/def2-TZVPD.

2S+1: 2
LUMO (spin up / spin down), eV: 0.89 / -1.37
Orbital gap (spin up / spin down), eV: 10.1 / 7.8
E_HOMO (spin up / spin down), eV: -9.2 / -9.2
⟨S²⟩: 0.75

Atoms and positions in Å:
C1 0.2708 1.2537 0.3972
O1 -0.2551 2.2136 1.2171
C2 0.5395 -0.1157 1.1071
N1 0.9244 -1.2253 0.1771
H1 -0.3559 1.0691 -0.5032
H2 1.2780 1.5367 0.0603
H3 1.3965 0.0409 1.8124
H4 -0.3535 -0.3413 1.6820
H5 1.2027 -2.0286 0.7065
H6 0.1076 -1.5373 -0.3816
N2 -1.1883 -1.4913 -2.2560
H7 -1.5845 -0.5432 -2.2119
H8 -0.6869 -1.5886 -3.1427
H9 -1.9781 -2.1278 -2.2330

Here are the Löwdin charges for atoms 1 to 4, given in e: C -0.324; O 0.019; C -0.262; N -0.020

=====

--- B ---
Here is the molecule C2H9N2O from OMol25. Energies are from wB97M-V/def2-TZVPD.

2S+1: 2
LUMO (spin up / spin down), eV: 0.67 / 0.39
Orbital gap (spin up / spin down), eV: 4.0 / 9.8
E_HOMO (spin up / spin down), eV: -3.3 / -9.5
⟨S²⟩: 0.75

Atoms and positions in Å:
C1 -0.9651 -0.5090 0.4338
N1 -0.8318 -0.9089 -1.0096
H1 -0.6061 -1.3685 1.0048
H2 -2.0224 -0.3602 0.5962
H3 0.1713 -0.9118 -1.2661
H4 -1.3086 -0.1982 -1.6223
N2 -0.2834 0.7093 0.7063
C2 1.0172 1.0945 0.2221
O1 1.7546 -0.0604 -0.1826
H5 -0.6348 1.2013 1.5124
H6 -1.2886 -1.8551 -1.1592
H7 0.9568 1.7629 -0.6398
H8 1.5331 1.6225 1.0026
H9 2.5078 -0.2183 0.4012

Here are the Löwdin charges for atoms 1 to 4, given in e: C -0.335; N 0.035; H 0.100; H 0.085

=====

A is favored, and the nearest alternative lies 33.2 kcal/mol above it.

=====

--- A ---
Here is a cluster of 2 separate species, C16H17N in total from OMol25. Energies are from wB97M-V/def2-TZVPD.

LUMO, eV: 0.75
Orbital gap, eV: 8.5
E_HOMO, eV: -7.8

Atoms and positions in Å:
C1 -2.5333 -2.5943 0.1081
C2 -1.4621 -2.0429 -0.7307
C3 -0.1435 -2.1293 -0.4722
N1 0.6837 -1.6517 -1.4747
C4 -0.1867 -1.1413 -2.4436
C5 0.0891 -0.5616 -3.6634
C6 -0.9952 -0.1321 -4.4565
C7 -2.3125 -0.2622 -4.0425
C8 -2.5682 -0.9943 -2.8541
C9 -1.5197 -1.3130 -2.0249
H1 -2.3110 -3.5793 0.5281
H2 -3.4627 -2.6687 -0.4558
H3 -2.7010 -1.9955 1.0131
H4 0.3141 -2.3943 0.4736
H5 1.6273 -1.3291 -1.4210
H6 1.0707 -0.2213 -3.9679
H7 -0.7288 0.1427 -5.4689
H8 -3.1994 -0.0091 -4.6046
H9 -3.5647 -0.9214 -2.4265
C10 -0.0382 1.0500 3.8309
C11 1.1256 1.5124 3.0212
C12 1.4015 2.8804 2.9018
C13 2.3237 3.3113 1.9784
C14 3.1727 2.3649 1.3987
C15 2.8927 1.0226 1.4720
C16 1.7961 0.5737 2.2226
H10 -0.7062 1.8654 4.1077
H11 0.1416 0.4315 4.7176
H12 -0.6243 0.3501 3.2234
H13 0.8533 3.5000 3.6027
H14 2.5831 4.3480 1.8037
H15 4.0387 2.7128 0.8486
H16 3.5053 0.3107 0.9307
H17 1.4383 -0.4354 2.3244

Here are the Löwdin charges for atoms 1 to 4, given in e: C -0.058; C -0.223; C -0.090; N 0.088

=====

--- B ---
Here is a cluster of 2 separate species, C16H17N in total from OMol25. Energies are from wB97M-V/def2-TZVPD.

LUMO, eV: 0.86
Orbital gap, eV: 8.7
E_HOMO, eV: -7.8

Atoms and positions in Å:
C1 -0.8787 -3.1871 0.9171
C2 0.2915 -2.5516 0.2472
C3 1.5301 -2.2507 0.6930
N1 2.1980 -1.3949 -0.2184
C4 1.3191 -1.0265 -1.1970
C5 1.3719 -0.0901 -2.2009
C6 0.2068 0.4441 -2.7648
C7 -0.9859 -0.1545 -2.3975
C8 -1.0651 -1.2365 -1.5222
C9 0.0803 -1.7245 -0.9275
H1 -1.2544 -2.5104 1.7125
H2 -0.7270 -4.1267 1.4399
H3 -1.6525 -3.2277 0.1373
H4 1.9937 -2.5105 1.6261
H5 3.1188 -1.0276 -0.0549
H6 2.2822 0.2129 -2.7190
H7 0.2535 1.2390 -3.5060
H8 -1.9042 0.1824 -2.8895
H9 -2.0129 -1.7553 -1.4457
C10 -2.5683 1.0476 0.2155
C11 -1.3542 1.5962 0.9401
C12 -0.9649 1.2585 2.2426
C13 0.3121 1.6347 2.6456
C14 1.0930 2.5204 1.9089
C15 0.6181 2.9599 0.6582
C16 -0.5440 2.4044 0.1562
H10 -3.5254 0.8610 0.6980
H11 -2.3227 0.0521 -0.2064
H12 -2.9858 1.7550 -0.5270
H13 -1.4818 0.3999 2.6464
H14 0.8118 1.1742 3.4952
H15 2.1100 2.7201 2.2225
H16 1.2711 3.6328 0.0927
H17 -0.7260 2.4582 -0.9129

Here are the Löwdin charges for atoms 1 to 4, given in e: C -0.041; C -0.236; C -0.040; N 0.084

=====

A is favored, and the nearest alternative lies 8.7 kcal/mol above it.

=====

--- A ---
Here is a cluster of 2 separate species, C16H17N in total from OMol25. Energies are from wB97M-V/def2-TZVPD.

LUMO, eV: 0.74
Orbital gap, eV: 8.6
E_HOMO, eV: -7.9

Atoms and positions in Å:
C1 4.8042 0.7718 2.3726
C2 3.3661 0.5448 2.4522
C3 2.6415 -0.4992 2.9178
N1 1.2886 -0.3781 2.7322
C4 0.9959 0.8734 2.0934
C5 -0.2638 1.6674 1.8458
C6 -0.1386 2.8871 1.2354
C7 1.1072 3.3961 0.9209
C8 2.2767 2.7691 1.2638
C9 2.3433 1.5361 2.0010
H1 5.2681 -0.0517 1.8057
H2 5.2151 0.5613 3.4915
H3 5.0628 1.7262 2.0607
H4 2.9869 -1.2206 3.5562
H5 0.5746 -1.0010 2.6969
H6 -1.2966 1.2338 2.0685
H7 -1.0710 3.3736 0.9710
H8 1.1314 4.4421 0.4619
H9 3.1910 3.4630 0.9330
C10 -4.1979 -0.8965 -1.0848
C11 -3.1341 -1.5612 -1.9361
C12 -2.1436 -0.6995 -2.6420
C13 -1.2511 -1.1548 -3.5851
C14 -1.2085 -2.4879 -3.7472
C15 -2.0645 -3.4202 -3.2359
C16 -3.0771 -2.9170 -2.3008
H10 -4.5201 -0.0893 -1.8081
H11 -3.6998 -0.4113 -0.3579
H12 -5.0425 -1.4997 -1.0347
H13 -2.3414 0.2512 -2.3859
H14 -0.6620 -0.4222 -4.1563
H15 -0.3041 -2.8448 -4.2931
H16 -2.0725 -4.4324 -3.5786
H17 -3.7643 -3.5096 -1.7339

Here are the Löwdin charges for atoms 1 to 4, given in e: C -0.057; C -0.253; C -0.086; N 0.067

=====

--- B ---
Here is a cluster of 2 separate species, C16H17N in total from OMol25. Energies are from wB97M-V/def2-TZVPD.

LUMO, eV: 0.83
Orbital gap, eV: 8.7
E_HOMO, eV: -7.9

Atoms and positions in Å:
C1 2.4829 1.5887 1.1809
C2 1.7256 0.3304 1.4953
C3 2.1042 -0.9444 1.1754
N1 1.0936 -1.8468 1.4784
C4 0.0380 -1.1174 1.9772
C5 -1.3351 -1.4364 2.0895
C6 -2.3205 -0.5465 2.4248
C7 -1.8751 0.8111 2.7583
C8 -0.5990 1.1408 2.4115
C9 0.4048 0.2491 2.0101
H1 2.2241 2.4177 1.8358
H2 2.3742 2.0078 0.1665
H3 3.5407 1.3215 1.1030
H4 2.9030 -1.3369 0.5643
H5 1.1130 -2.8466 1.5064
H6 -1.5065 -2.4857 1.8347
H7 -3.2947 -0.7931 2.8126
H8 -2.7144 1.3303 3.1952
H9 -0.1927 2.1360 2.6274
C10 -2.2300 1.4356 -1.9711
C11 -0.9765 0.6824 -2.2945
C12 -0.1658 1.2744 -3.3148
C13 0.9088 0.5246 -3.7503
C14 1.2088 -0.7011 -3.1768
C15 0.3499 -1.2937 -2.2728
C16 -0.7991 -0.6187 -1.8255
H10 -3.1955 1.1098 -2.3675
H11 -2.1191 2.4881 -2.2441
H12 -2.5073 1.4646 -0.9006
H13 -0.5893 2.2001 -3.6698
H14 1.6985 0.9229 -4.3827
H15 2.1364 -1.2112 -3.4043
H16 0.7256 -2.1879 -1.7839
H17 -1.5245 -1.0066 -1.1336

Here are the Löwdin charges for atoms 1 to 4, given in e: C -0.045; C -0.225; C -0.056; N 0.079

=====

B is favored, and the nearest alternative lies 46.6 kcal/mol above it.